(1)
{"formula": "C9H14N2S", "method": "the ωB97M-V functional and the def2-TZVPD basis", "gap_ev": 8.4749, "energy_ha": -858.8921, "relative_energy_ev": 4.4162, "lumo_ev": -0.07, "total_charge": 0, "elements": ["C", "C", "C", "C", "C", "C", "C", "C", "C", "N", "N", "S", "H", "H", "H", "H", "H", "H", "H", "H", "H", "H", "H", "H", "H", "H"], "xyz": [[0.115, 0.143, -2.027], [-0.575, 0.916, -1.137], [-0.009, -1.611, -0.554], [-0.774, -0.953, 0.480], [-1.791, 1.214, 0.940], [0.362, 2.986, 1.843], [1.800, 2.549, 1.891], [-0.016, -3.740, -1.831], [0.194, -3.180, -0.499], [0.472, -1.102, -1.680], [-0.919, 0.422, 0.045], [-0.832, 1.652, 2.463], [0.239, 0.392, -3.057], [-0.895, 1.881, -1.422], [-2.102, 2.144, 0.426], [-2.608, 0.727, 1.415], [0.228, 3.827, 2.403], [2.080, 1.529, 1.694], [2.181, 2.600, 2.858], [2.577, 3.232, 1.307], [0.111, -4.889, -1.817], [0.670, -3.295, -2.644], [-1.062, -3.460, -2.161], [1.162, -3.577, -0.096], [-0.538, -3.656, 0.291], [-0.072, 3.247, 0.868]], "forces_ev_per_angstrom": [[-0.088, -0.879, 0.946], [0.349, -0.272, -0.886], [0.552, -1.770, 0.617], [0.626, 2.058, -1.832], [2.343, 1.946, 0.487], [-0.930, -2.873, -1.812], [2.147, 1.306, -1.963], [-0.509, -1.510, -2.990], [-0.371, 0.306, 3.321], [-0.598, 0.259, -0.039], [-1.662, -2.883, 1.881], [0.335, 0.907, -0.412], [0.495, 0.615, -0.354], [-0.425, 1.010, 0.006], [0.030, -0.559, 0.251], [-0.631, -0.993, -0.483], [-0.449, 2.171, 1.833], [-0.621, -0.574, -0.975], [0.313, 0.557, 2.133], [-1.906, -1.214, 0.803], [-0.340, 1.790, -0.194], [-0.886, -0.814, 1.462], [0.957, -0.656, 0.092], [-0.324, 1.089, -0.258], [0.979, 1.204, -1.568], [0.614, -0.219, -0.067]], "mulliken_charge": [-0.611, 0.087, 0.705, -0.911, -0.722, -0.437, -1.128, -0.978, -0.304, -0.432, 0.300, -0.081, 0.417, 0.401, 0.378, 0.329, 0.502, 0.321, 0.385, 0.271, 0.318, 0.243, 0.245, 0.280, 0.231, 0.192]}

=====

(2)
{"formula": "C9H14N2S", "method": "the ωB97M-V functional and the def2-TZVPD basis", "gap_ev": [8.6590, 7.0621], "spin_multiplicity": 3, "energy_ha": -858.7617, "s_squared": 2.018, "relative_energy_ev": 0.5257, "lumo_ev": [0.88, -1.54], "total_charge": 0, "elements": ["C", "C", "C", "C", "C", "C", "C", "C", "C", "N", "N", "S", "H", "H", "H", "H", "H", "H", "H", "H", "H", "H", "H", "H", "H", "H"], "xyz": [[-4.008, -0.472, 0.325], [-3.207, -0.825, 1.462], [-3.510, -0.309, -0.943], [-1.855, -1.035, 1.219], [-2.143, -0.420, -1.148], [-1.454, -0.775, -0.030], [2.569, 1.862, 0.541], [1.695, 0.984, -1.669], [2.587, 0.739, -0.435], [2.244, -1.911, -0.426], [1.787, -0.961, 1.864], [1.625, -0.680, 0.286], [-5.142, -0.495, 0.414], [-3.637, -0.800, 2.443], [-4.055, -0.420, -1.808], [-1.163, -0.982, 2.064], [-1.663, -0.286, -2.059], [1.566, 2.017, 0.613], [2.975, 1.696, 1.570], [3.131, 2.639, -0.013], [2.086, 1.666, -2.349], [0.759, 1.439, -1.612], [1.573, -0.023, -2.273], [3.624, 0.396, -0.698], [2.479, -2.581, 0.250], [1.138, -0.464, 2.411]], "forces_ev_per_angstrom": [[-2.099, -1.073, 1.602], [-0.939, 0.940, -2.184], [1.597, -0.862, 1.008], [-0.341, 1.309, 2.010], [0.049, -0.386, 2.031], [1.385, 0.046, -1.499], [2.762, -0.169, 0.016], [1.395, -3.187, -1.448], [0.323, -1.153, -0.926], [0.181, 1.108, -2.504], [1.034, -0.077, -2.247], [0.191, -0.974, 3.508], [1.577, 0.263, 0.161], [-0.119, -0.294, 0.361], [-1.937, 0.689, -1.641], [-0.025, -0.867, -0.250], [0.564, 0.149, -1.637], [-2.851, 1.621, 0.627], [-0.044, -0.167, -1.129], [-0.562, 0.225, 0.770], [1.775, 1.113, -1.366], [-1.997, 0.207, 1.489], [0.202, 1.947, 1.197], [-1.132, 0.092, 0.098], [0.101, -1.459, 1.330], [-1.087, 0.962, 0.623]], "mulliken_charge": [-0.326, -0.385, -0.410, -0.135, -0.695, 0.263, -1.433, -1.552, 0.432, -0.678, -0.823, 0.794, 0.246, 0.394, 0.365, 0.167, 0.504, 0.413, 0.356, 0.369, 0.536, 0.401, 0.329, 0.386, 0.267, 0.216]}